{
  "formula": "C21H45LaN2P3SSe",
  "method": "ωB97M-V/def2-TZVPD",
  "molar_mass_da": 668.46,
  "energy_ha": -4791.03974,
  "max_force_ev_per_a": 3.0,
  "de_lowest_kcal_mol": 11.3,
  "e_lumo_ev": -9.8,
  "homo_ev": -16.08,
  "total_charge": 3,
  "homo_lumo_gap_ev": 6.28,
  "elements": ["La", "P", "P", "P", "H", "C", "C", "H", "C", "C", "C", "C", "C", "C", "C", "C", "C", "H", "H", "H", "H", "H", "H", "H", "H", "H", "H", "H", "H", "H", "H", "H", "H", "H", "H", "H", "H", "H", "H", "H", "H", "H", "H", "H", "H", "H", "C", "C", "C", "C", "C", "C", "Se", "H", "H", "H", "H", "H", "H", "S", "C", "N", "C", "C", "C", "N", "H", "H", "H", "H", "H", "H", "H", "H"],
  "coordinates": [[-0.649, 0.024, -0.919], [1.139, -0.711, 1.840], [-1.962, 1.924, 1.029], [1.536, 1.991, -0.516], [-0.356, -1.161, -3.433], [0.694, -0.858, -3.141], [1.412, -1.595, -2.242], [0.996, -2.474, -1.701], [0.846, -2.299, 2.704], [1.138, 0.360, 3.337], [2.962, -0.880, 1.651], [-3.047, 2.777, -0.182], [-3.204, 1.131, 2.117], [-1.425, 3.367, 2.031], [3.025, 1.513, -1.476], [2.220, 2.850, 0.947], [0.782, 3.346, -1.514], [1.060, 0.013, -3.688], [2.487, -1.440, -2.059], [0.969, -3.141, 2.007], [-0.178, -2.331, 3.118], [1.579, -2.385, 3.525], [0.111, 0.430, 3.720], [1.495, 1.367, 3.082], [1.797, -0.101, 4.089], [3.157, -1.619, 0.863], [3.379, -1.222, 2.614], [3.409, 0.083, 1.358], [-3.772, 3.449, 0.309], [-3.589, 2.032, -0.794], [-2.414, 3.377, -0.862], [-3.993, 1.831, 2.444], [-2.692, 0.736, 3.013], [-3.678, 0.287, 1.579], [-2.271, 3.939, 2.435], [-0.828, 4.047, 1.402], [-0.814, 3.020, 2.877], [3.594, 2.395, -1.816], [2.729, 0.920, -2.362], [3.676, 0.881, -0.840], [2.820, 3.737, 0.684], [2.856, 2.151, 1.518], [1.386, 3.177, 1.593], [1.551, 4.052, -1.877], [0.049, 3.897, -0.896], [0.232, 2.926, -2.381], [-1.886, 1.347, -5.426], [-1.125, 0.226, -5.741], [-0.791, -0.099, -7.057], [-1.289, 0.668, -8.113], [-2.138, 1.746, -7.834], [-2.451, 2.088, -6.498], [-1.992, 1.774, -3.524], [-1.693, 0.445, -2.741], [-0.740, -0.388, -4.933], [-0.138, -0.952, -7.241], [-1.020, 0.424, -9.135], [-2.560, 2.332, -8.655], [-3.115, 2.932, -6.295], [-2.326, -1.966, -0.166], [-2.256, -3.183, 1.107], [-1.642, -4.378, 0.916], [-1.367, -5.291, 2.017], [-2.512, -5.278, 3.004], [-2.842, -3.871, 3.427], [-2.872, -2.954, 2.292], [-1.069, -4.403, 0.080], [-0.430, -4.990, 2.501], [-1.225, -6.283, 1.591], [-2.240, -5.857, 3.889], [-3.395, -5.738, 2.552], [-2.106, -3.486, 4.138], [-3.822, -3.818, 3.903], [-3.238, -2.018, 2.399]]
}